# 1
{"formula": "C14H36LuN4O4P", "method": "ωB97M-V/def2-TZVPD", "e_tot_ha": -2651.7232, "homo_energy_ev": -16.37, "lumo_energy_ev": -5.29, "mol_weight_g_mol": 530.407, "homo_lumo_gap_ev": 11.1, "total_charge": 2, "species": ["Lu", "N", "C", "C", "N", "C", "C", "N", "C", "C", "N", "H", "H", "H", "H", "H", "H", "H", "H", "H", "H", "H", "H", "H", "H", "H", "H", "H", "H", "C", "C", "C", "C", "O", "P", "O", "O", "O", "C", "C", "C", "C", "H", "H", "H", "H", "H", "H", "H", "H", "H", "H", "H", "H", "H", "H", "H", "H", "H", "H"], "xyz": [[-0.41, -0.19, -0.27], [-1.74, -1.00, 1.64], [-0.94, -1.20, 2.88], [0.29, -0.31, 2.84], [1.10, -0.54, 1.62], [2.16, 0.50, 1.53], [2.77, 0.58, 0.15], [1.72, 0.86, -0.87], [1.68, -1.91, 1.58], [0.96, -2.89, 0.67], [0.78, -2.31, -0.69], [-2.43, -0.26, 1.79], [-2.30, -1.83, 1.44], [-0.67, -2.25, 2.94], [-1.52, -0.97, 3.77], [0.89, -0.47, 3.75], [-0.02, 0.74, 2.84], [2.95, 0.30, 2.26], [1.72, 1.46, 1.80], [3.26, -0.35, -0.13], [3.54, 1.35, 0.14], [2.10, 0.74, -1.81], [1.45, 1.84, -0.84], [1.73, -2.32, 2.60], [2.72, -1.83, 1.25], [-0.03, -3.14, 1.05], [1.53, -3.82, 0.64], [0.25, -2.96, -1.27], [1.69, -2.25, -1.16], [-1.05, 3.89, -3.20], [-1.33, 2.63, -4.00], [-2.67, 2.68, -4.70], [-0.20, 2.28, -4.94], [-1.34, 1.46, -3.04], [-2.04, 1.25, -1.69], [-2.07, -0.28, -1.46], [-1.12, 1.74, -0.54], [-3.40, 1.94, -1.75], [-4.39, 2.39, -0.68], [-3.97, 3.79, -0.31], [-4.33, 1.42, 0.48], [-5.72, 2.34, -1.39], [-1.02, 4.74, -3.88], [-0.09, 3.83, -2.70], [-1.83, 4.08, -2.46], [-2.59, 3.38, -5.53], [-3.47, 3.02, -4.05], [-2.93, 1.70, -5.12], [-0.08, 3.08, -5.68], [-0.41, 1.36, -5.48], [0.74, 2.18, -4.40], [-2.96, 3.80, 0.11], [-4.65, 4.18, 0.45], [-4.01, 4.45, -1.17], [-3.39, 1.53, 1.04], [-4.47, 0.39, 0.15], [-5.14, 1.67, 1.17], [-5.71, 2.96, -2.29], [-6.49, 2.74, -0.72], [-6.00, 1.33, -1.65]], "lowdin_charge": [1.67, -0.03, -0.20, -0.18, -0.27, -0.17, -0.20, -0.05, -0.15, -0.21, -0.05, 0.08, 0.11, 0.11, 0.14, 0.15, 0.13, 0.15, 0.13, 0.11, 0.14, 0.11, 0.10, 0.14, 0.12, 0.10, 0.14, 0.11, 0.10, -0.01, -0.56, -0.01, -0.02, -0.15, 0.21, -0.39, -0.41, -0.13, -0.55, -0.01, -0.03, -0.01, 0.11, 0.09, 0.08, 0.11, 0.08, 0.10, 0.11, 0.10, 0.08, 0.09, 0.11, 0.10, 0.07, 0.10, 0.11, 0.10, 0.11, 0.10]}

***

# 2
{"formula": "C18H15F4", "method": "ωB97M-V/def2-TZVPD", "e_tot_ha": -1093.9846, "homo_energy_ev": -12.43, "lumo_energy_ev": -6.59, "mol_weight_g_mol": 307.310, "homo_lumo_gap_ev": 5.8, "total_charge": 1, "species": ["C", "C", "C", "C", "C", "H", "H", "H", "H", "H", "H", "H", "H", "F", "C", "C", "C", "F", "C", "C", "C", "C", "C", "C", "F", "C", "C", "F", "C", "C", "H", "H", "H", "H", "H", "H", "H"], "xyz": [[0.69, -1.78, 2.19], [0.39, -1.96, 0.78], [1.54, -1.73, -0.12], [-0.98, -2.16, 0.43], [-1.52, -2.47, -0.77], [-0.21, -1.65, 2.82], [1.26, -2.58, 2.63], [1.28, -0.90, 2.35], [1.30, -2.17, -1.11], [2.39, -2.32, 0.36], [-1.74, -1.95, 1.20], [-2.61, -2.52, -0.90], [-0.93, -2.75, -1.64], [4.01, -2.06, -4.85], [4.30, -1.84, -3.53], [5.43, -2.50, -3.02], [5.74, -2.24, -1.67], [6.89, -2.79, -1.13], [4.95, -1.41, -0.86], [3.76, -0.90, -1.37], [2.58, -0.58, -0.38], [1.90, 0.73, -0.63], [1.65, 1.56, 0.45], [0.57, 2.46, 0.38], [0.29, 3.25, 1.49], [-0.20, 2.62, -0.78], [0.15, 1.83, -1.89], [-0.60, 1.99, -3.03], [1.20, 0.89, -1.83], [3.50, -0.99, -2.75], [6.10, -3.14, -3.62], [5.25, -1.24, 0.17], [3.10, -0.47, 0.59], [2.19, 1.46, 1.39], [-1.03, 3.36, -0.80], [1.29, 0.25, -2.72], [2.67, -0.51, -3.28]], "lowdin_charge": [0.00, -0.11, -0.05, -0.07, 0.19, 0.11, 0.12, 0.10, 0.14, 0.17, 0.13, 0.11, 0.09, 0.06, -0.21, 0.09, -0.20, 0.05, 0.03, -0.15, -0.20, -0.19, 0.03, -0.21, 0.05, 0.08, -0.21, 0.06, 0.04, 0.04, 0.15, 0.13, 0.13, 0.13, 0.15, 0.11, 0.10]}

***

# 3
{"formula": "C9H10BeFKLiNO11PS", "method": "ωB97M-V/def2-TZVPD", "e_tot_ha": -2692.6696, "homo_energy_ev": -2.24, "lumo_energy_ev": -0.67, "mol_weight_g_mol": 445.265, "homo_lumo_gap_ev": 1.6, "total_charge": -1, "species": ["O", "S", "O", "F", "N", "C", "C", "C", "O", "H", "H", "H", "H", "H", "H", "H", "H", "C", "C", "C", "O", "C", "C", "C", "O", "O", "O", "H", "H", "Be", "Li", "O", "P", "O", "O", "O", "K"], "xyz": [[3.83, -0.87, 1.37], [2.73, -0.05, 1.79], [2.80, 1.37, 1.75], [2.65, -0.36, 3.42], [1.28, -0.62, 1.46], [0.60, -1.69, 2.17], [-0.86, -1.61, 1.68], [-1.68, -0.50, 2.36], [-2.66, 0.08, 1.52], [1.24, -0.75, 0.42], [0.61, -1.51, 3.26], [1.04, -2.68, 1.95], [-0.90, -1.43, 0.59], [-1.32, -2.60, 1.86], [-2.16, -0.91, 3.27], [-0.99, 0.30, 2.68], [-3.53, -0.31, 1.71], [-0.47, 2.70, -0.92], [0.00, 3.53, -2.00], [1.10, 2.92, -2.91], [1.48, 3.54, -3.90], [1.65, 1.65, -2.53], [1.21, 0.87, -1.44], [0.02, 1.43, -0.66], [-0.37, 0.59, 0.17], [1.71, -0.22, -1.05], [-0.44, 4.65, -2.23], [-1.27, 3.07, -0.29], [2.47, 1.29, -3.14], [-4.75, -2.81, 2.11], [-2.55, -3.62, 0.74], [-1.35, 0.45, -3.58], [-1.02, -0.92, -4.16], [-2.05, -1.20, -5.24], [-1.05, -1.95, -3.03], [0.37, -0.99, -4.79], [2.61, -0.84, 5.60]], "lowdin_charge": [-0.25, 0.65, -0.22, -0.46, -0.16, -0.21, -0.20, -0.29, -0.08, 0.08, 0.09, 0.12, 0.12, 0.03, 0.10, 0.12, 0.02, 0.04, -0.37, -0.37, 0.03, 0.04, -0.35, -0.36, -0.04, -0.06, 0.02, 0.10, 0.11, 0.24, 0.50, -0.15, -0.14, -0.21, -0.27, -0.19, 0.96]}

***

# 4
{"formula": "C3H14O3S2", "method": "ωB97M-V/def2-TZVPD", "e_tot_ha": -1144.7710, "homo_energy_ev": -8.37, "lumo_energy_ev": 0.19, "mol_weight_g_mol": 162.276, "homo_lumo_gap_ev": 8.6, "smiles": "CCCSS.O.O.O", "species": ["C", "C", "C", "S", "S", "H", "H", "H", "H", "H", "H", "H", "H", "O", "H", "H", "O", "H", "H", "O", "H", "H"], "xyz": [[-1.24, 1.22, 2.34], [-1.10, -0.08, 1.53], [-2.21, -0.21, 0.51], [-2.31, -1.84, -0.26], [-0.81, -1.68, -1.72], [-1.98, 1.12, 3.14], [-0.31, 1.46, 2.88], [-1.53, 2.05, 1.70], [-1.07, -0.94, 2.18], [-0.12, -0.04, 1.04], [-2.15, 0.59, -0.24], [-3.16, -0.09, 1.02], [-0.46, -0.39, -1.63], [3.92, -0.87, -2.81], [4.62, -1.49, -3.04], [3.43, -1.27, -2.08], [-0.28, 3.21, -1.53], [-0.02, 4.09, -1.83], [0.41, 2.60, -1.81], [2.41, -2.35, 0.47], [1.48, -2.09, 0.38], [2.49, -3.00, -0.24]], "lowdin_charge": [-0.11, -0.34, -0.61, 0.45, 0.31, 0.07, 0.08, 0.07, 0.10, 0.09, 0.08, 0.07, -0.20, -0.06, 0.03, 0.01, -0.06, 0.03, 0.03, -0.07, 0.00, 0.03]}

***

# 5
{"formula": "C4H5CrLiO2", "method": "ωB97M-V/def2-TZVPD", "e_tot_ha": -1357.2266, "homo_energy_ev": [-15.79, -15.96], "lumo_energy_ev": [-10.12, -9.47], "mol_weight_g_mol": 144.019, "homo_lumo_gap_ev": [5.7, 6.5], "total_charge": 2, "spin_multiplicity": 5, "species": ["H", "C", "C", "C", "C", "O", "Cr", "H", "H", "H", "H", "O", "Li"], "xyz": [[-0.27, 1.29, -0.91], [1.65, 0.37, -1.55], [0.78, 1.55, -1.45], [1.57, 2.62, -0.76], [1.74, 2.62, 0.59], [2.44, 3.49, 1.26], [2.97, 3.91, 2.92], [2.62, 0.50, -2.07], [0.43, 1.86, -2.44], [2.11, 3.35, -1.36], [1.23, 1.84, 1.18], [1.42, -0.71, -1.02], [0.17, -1.57, 0.00]], "lowdin_spin": [0.00, 0.00, 0.01, 0.03, -0.02, -0.01, 3.99, 0.00, 0.00, 0.00, 0.00, 0.00, 0.00]}

***

# 6
{"formula": "C4H9NO2", "method": "ωB97M-V/def2-TZVPD", "e_tot_ha": -362.9865, "homo_energy_ev": -7.60, "lumo_energy_ev": 0.88, "mol_weight_g_mol": 103.121, "homo_lumo_gap_ev": 8.5, "smiles": "C=C(N)OCCO", "species": ["C", "C", "N", "O", "C", "C", "O", "H", "H", "H", "H", "H", "H", "H", "H", "H"], "xyz": [[1.16, -1.12, -0.59], [1.08, -0.46, 0.58], [2.15, 0.12, 1.21], [-0.12, -0.42, 1.23], [-1.26, -0.50, 0.33], [-1.40, 0.66, -0.68], [-0.82, 1.81, -0.12], [1.91, -0.91, -1.33], [0.50, -1.96, -0.71], [2.09, 0.82, 1.93], [3.04, -0.01, 0.75], [-1.34, -1.43, -0.25], [-2.08, -0.49, 1.04], [-0.95, 0.41, -1.65], [-2.48, 0.80, -0.85], [-0.91, 2.53, -0.76]], "lowdin_charge": [0.00, -0.50, 0.15, -0.04, -0.16, -0.25, -0.05, 0.05, 0.05, 0.10, 0.10, 0.11, 0.12, 0.11, 0.12, 0.09]}